17
Properties=species:S:1:pos:R:3:nbo_charge:R:1 method="wB97M-V/def2-TZVPD" relative_energy_kj_mol=304.8 total_charge=+1 e_homo_ev=-12.629 energy_ev=-20148.0412
C 0.65 -0.47 3.14 -0.237
O 0.21 -1.03 1.83 -0.444
C 0.07 -0.13 0.90 0.511
N -0.36 -0.50 -0.37 -0.596
C 0.14 0.10 -1.52 0.500
C -0.53 -0.20 -2.77 -0.685
N 1.28 0.78 -1.39 -0.591
S 2.14 1.16 0.05 0.010
H 1.49 0.13 2.87 0.209
H 0.88 -1.32 3.76 0.236
H -0.19 0.08 3.53 0.209
H -0.25 0.80 1.24 0.196
H -0.24 -1.45 -0.51 0.417
H -0.41 -1.19 -3.11 0.270
H -0.23 0.55 -3.50 0.261
H -1.68 -0.06 -2.55 0.274
H 1.66 1.38 -2.18 0.462

17
Properties=species:S:1:pos:R:3:nbo_charge:R:1 method="wB97M-V/def2-TZVPD" relative_energy_kj_mol=521.4 total_charge=+1 e_homo_ev=-12.757 energy_ev=-20145.7964
C 0.75 0.51 1.40 0.227
C 1.00 0.16 -0.90 -0.270
C 0.84 1.67 -0.64 -0.262
C 0.35 -1.61 0.67 0.210
N 0.78 -0.48 0.46 -0.342
N 0.73 1.67 0.92 -0.492
O -2.15 -1.53 0.32 -0.927
S -2.81 -0.26 -0.56 0.372
H 0.32 -0.33 -1.63 0.237
H 1.93 -0.12 -1.24 0.245
H 1.72 2.26 -0.72 0.239
H -0.02 2.15 -1.01 0.236
H 0.17 -2.39 0.04 0.228
H 0.13 -1.86 1.75 0.248
H -1.73 -0.34 -1.36 0.071
H 0.55 2.51 1.46 0.453
H -2.55 -2.01 1.05 0.526